A cluster of 2 separate species, C24H30Cl3IN3O4PS in total in a non-equilibrium geometry, computed with the ωB97M-V functional and the def2-TZVPD basis.

The orbital gap comes out at 8.586 eV. As for the electronic energy: -3815.59078 a.u. The calculation puts the HOMO energy at -8.42 eV. As for the lowest unoccupied orbital energy: 0.17 eV.

```
67
Properties=species:S:1:pos:R:3:forces:R:3
C 0.65278 -0.44598 3.01015 -0.02 0.15 0.27
C 1.35936 0.63040 2.23760 -0.32 -1.25 0.73
C 2.65300 0.99390 2.52529 1.02 -0.26 0.81
I 3.72722 0.02997 4.10151 -0.22 0.07 -0.15
C 3.32901 1.97864 1.83483 0.92 0.26 0.57
C 4.75957 2.39123 2.06305 0.08 0.78 -0.75
C 5.69516 1.85486 0.95673 0.03 -0.42 0.90
C 5.56223 0.33316 0.73091 0.53 0.28 -0.56
C 5.23304 0.07371 -0.74174 0.41 0.27 0.96
O 5.03512 -1.30944 -1.04661 -0.99 0.04 0.02
C 3.75048 -1.71724 -0.79644 -0.34 -0.90 -1.65
O 3.10199 -2.28445 -1.64804 0.82 0.65 1.41
C 2.64355 2.63513 0.84786 0.75 0.38 -0.21
C 1.36393 2.28202 0.57531 -1.58 0.89 -1.85
C 0.69022 1.28734 1.21648 -0.23 -0.91 0.57
N -0.65002 0.88734 0.91318 -0.02 0.98 -0.31
C -1.65744 1.60599 1.72383 0.04 -0.63 0.35
C -2.67304 0.62132 2.36392 -0.06 -1.40 0.58
O -2.36700 -0.53696 2.57003 -0.33 1.16 -0.26
N -3.96581 1.07426 2.74698 1.27 0.75 -1.30
C -5.03323 0.36195 2.04303 -0.40 -0.44 0.61
C -4.12951 2.52619 2.67265 -0.63 -0.22 0.34
C -0.96812 0.91770 -0.48338 -0.18 -0.69 0.54
C -0.53653 1.90185 -1.34036 1.30 1.06 1.28
C -0.86085 1.96148 -2.65980 0.11 0.86 -1.30
C -1.67714 1.01269 -3.18937 -0.21 -0.04 -0.36
C -2.11038 0.00089 -2.36967 -1.18 -0.32 -1.28
P -3.16820 -1.30057 -3.12108 -0.04 -1.41 0.57
O -2.43052 -1.50983 -4.58114 -0.12 0.47 0.36
Cl -5.00701 -0.40586 -3.58791 0.45 0.54 -0.20
C -1.78046 -0.05932 -1.03057 -0.50 -1.19 0.23
N -2.30249 -1.12821 -0.24509 0.00 0.44 0.18
S 0.49869 3.18135 -0.69306 0.07 0.23 0.00
H -0.23579 -0.00667 3.45582 -0.24 -0.35 -0.11
H 0.37830 -1.28965 2.38137 -0.32 0.16 -0.13
H 1.24239 -0.83812 3.83242 0.13 0.11 -0.10
H 5.13467 2.18400 3.05910 -0.07 -0.30 -0.01
H 4.78529 3.48109 1.95606 -0.01 0.00 0.21
H 6.71556 2.06853 1.27784 0.03 0.13 -0.15
H 5.53110 2.41998 0.03697 -0.11 -0.10 -0.07
H 4.83290 -0.12234 1.39544 -0.10 0.04 -0.04
H 6.52973 -0.12331 0.94613 -0.13 -0.23 0.06
H 6.09427 0.39040 -1.32742 -0.12 -0.02 -0.23
H 4.37287 0.69333 -1.01754 -0.07 -0.25 -0.23
H 3.36927 -1.53622 0.22338 0.14 0.22 -0.12
H 3.13496 3.41595 0.28177 -0.05 0.06 -0.05
H -1.12906 2.08923 2.55014 -0.09 0.13 -0.02
H -2.14250 2.38668 1.13498 -0.04 -0.04 0.05
H -5.84048 0.16524 2.75090 -0.20 0.13 -0.20
H -5.41230 0.92642 1.18409 0.03 0.09 0.07
H -4.69502 -0.61017 1.69375 0.24 0.03 0.08
H -4.19546 2.89798 1.64241 0.08 0.07 0.06
H -3.34547 3.03468 3.23046 0.10 -0.01 -0.14
H -5.06708 2.77213 3.17457 -0.01 0.06 -0.06
H -0.50600 2.76604 -3.29037 0.17 0.08 0.13
H -1.98347 1.04052 -4.22662 0.01 0.14 -0.09
H -1.56810 -1.07413 -4.58381 -0.01 0.04 -0.24
H -1.77478 -1.97989 -0.38942 0.00 -0.05 0.17
H -3.26303 -1.30006 -0.50695 0.02 -0.27 0.01
Cl -1.48494 -4.15295 -2.23314 0.17 -0.08 0.02
C -2.47896 -4.70060 -3.60705 -0.15 0.02 -0.10
C -2.67699 -6.19437 -3.60439 -0.08 -0.03 0.01
Cl -1.16852 -7.07652 -3.95595 0.01 -0.01 0.02
H -2.00155 -4.36037 -4.52187 0.08 -0.01 0.04
H -3.44249 -4.19971 -3.51750 0.00 -0.02 0.06
H -3.39251 -6.46825 -4.37804 0.02 0.05 -0.03
H -3.05445 -6.54438 -2.64664 0.07 0.01 0.02
```
Forces are in eV/Å.